Molecular formula: C30H29BrN7O4PtS
Method: DFT, ωB97M-V/def2-TZVPD

**Frontier orbital gap (spin up / spin down)**: 2.854 / 2.859 eV
**Highest occupied orbital energy (spin up / spin down)**: -0.5256 / -0.5256 hartree

The geometry in ORCA input format:
```
! wB97M-V def2-TZVPD RIJCOSX def2/J DEFGRID3
* xyz 3 1
Pt -0.738 0.332 -0.027
C 3.653 -2.523 -0.525
O 2.469 -2.877 -1.244
C 1.415 -2.104 -1.076
O 1.390 -1.110 -0.364
N 0.355 -2.541 -1.795
N -0.863 -1.847 -1.774
H 4.399 -3.259 -0.807
H 3.469 -2.561 0.549
H 3.980 -1.522 -0.809
H 0.473 -3.361 -2.381
H -1.622 -2.475 -1.507
H -1.069 -1.463 -2.697
Br 4.938 10.883 3.352
C 4.710 9.098 2.791
C 4.474 8.094 3.746
C 4.312 6.797 3.352
C 4.371 6.447 1.969
C 4.639 7.471 1.023
C 4.798 8.770 1.428
N 4.122 5.215 1.553
N 3.835 4.205 2.248
C 3.144 3.123 2.010
C 2.868 2.253 3.104
C 1.927 1.267 3.032
C 1.149 1.091 1.856
O 0.139 0.284 1.793
C 1.518 1.833 0.700
N 0.837 1.546 -0.443
C 1.249 2.073 -1.589
C 2.304 2.971 -1.660
C 2.953 3.357 -0.491
C 2.566 2.790 0.715
H 4.415 8.349 4.794
H 4.127 6.012 4.069
H 4.730 7.208 -0.019
H 4.994 9.551 0.710
H 3.418 2.420 4.015
H 1.725 0.629 3.877
H 0.740 1.754 -2.490
H 2.608 3.361 -2.617
H 3.766 4.068 -0.522
S -5.302 -3.221 3.053
C -4.239 -2.243 2.071
C -4.584 -1.295 1.103
C -3.581 -0.616 0.438
N -2.278 -0.806 0.677
C -1.938 -1.745 1.577
C -2.868 -2.471 2.282
C -7.029 -2.835 2.732
C -7.813 -3.931 2.388
C -9.193 -3.751 2.334
N -9.715 -2.587 2.608
C -9.008 -1.534 2.921
C -7.617 -1.605 3.001
H -5.614 -1.086 0.861
H -3.850 0.114 -0.317
H -0.879 -1.892 1.745
H -2.544 -3.207 3.001
H -7.377 -4.900 2.198
H -9.865 -4.563 2.092
H -9.550 -0.627 3.154
H -7.052 -0.740 3.310
C -1.908 3.199 -1.058
C -1.978 2.127 -2.092
C -2.309 2.537 -3.482
O -1.735 0.945 -1.838
H -2.799 3.825 -1.072
H -1.074 3.864 -1.284
H -1.771 2.770 -0.059
H -2.971 3.399 -3.514
H -2.734 1.703 -4.039
H -1.384 2.824 -3.990
*
```